Record 1
C46H38F8N6O18S2 | ωB97M-V/def2-TZVPD

The frontier orbital gap is 8.65 eV. Its SMILES is C#CC[C@]1(S(=O)(=O)C(F)(F)C(F)(F)C(F)(F)F)OS(=O)(=O)O[C@H]1[C@@H](C)F.O=[N+]([O-])c1ccccc1.O=[N+]([O-])c1ccccc1.O=[N+]([O-])c1ccccc1.O=[N+]([O-])c1ccccc1.O=[N+]([O-])c1ccccc1.O=[N+]([O-])c1ccccc1. As for the HOMO energy: -9.54 eV.

XYZ file:
```
118
Properties=species:S:1:pos:R:3:lowdin_charge:R:1
C -0.7892 0.6049 0.9037 0.106
C -0.8995 -0.7079 1.0694 -0.059
C -1.5671 -2.1798 1.1414 -0.124
C -2.6107 -2.4512 -0.1006 -0.382
S -3.3275 -4.1446 0.1866 0.895
O -4.3170 -4.1379 1.3590 -0.297
O -4.0629 -4.7383 -0.9915 -0.292
C -2.0218 -5.4354 0.6775 -0.285
F -1.5102 -5.1925 2.0019 0.053
F -2.7708 -6.6833 0.7749 0.055
C -0.8857 -5.6685 -0.4445 -0.192
F -1.3627 -5.6635 -1.7957 0.090
F 0.2059 -4.7225 -0.3863 0.070
C -0.1886 -7.1418 -0.2287 -0.260
F 1.1047 -7.0929 -0.9007 0.061
F -0.9186 -8.2049 -0.8406 0.098
F 0.0982 -7.4317 1.1421 0.093
O -1.7418 -2.4845 -1.2900 -0.201
S -1.8772 -1.0619 -2.2110 0.857
O -0.5714 -0.3193 -2.3425 -0.265
O -2.2547 -1.3461 -3.6586 -0.303
O -3.0470 -0.3439 -1.2376 -0.186
C -3.5683 -1.1470 -0.1087 -0.165
C -5.1261 -1.2773 -0.5128 -0.229
C -5.3792 -2.0080 -1.9570 -0.017
F -5.9724 -1.8292 0.5513 -0.069
H -0.6432 1.7440 0.6684 0.081
H -2.0882 -2.2680 2.1778 0.147
H -0.6911 -2.9268 1.1596 0.110
H -3.6357 -0.6058 0.9228 0.187
H -5.5111 -0.1821 -0.6637 0.111
H -6.0428 -2.9359 -1.7078 0.102
H -5.9946 -1.3346 -2.6555 0.097
H -4.3954 -2.3885 -2.4240 0.068
O 1.8632 0.9302 0.9320 0.062
N 1.7933 1.7904 0.0584 -0.304
O 0.8330 2.5457 -0.1024 0.013
C 2.9272 1.9250 -0.8587 -0.132
C 4.0190 1.0648 -0.7352 0.009
C 5.0833 1.1807 -1.6240 -0.070
C 5.0560 2.1507 -2.6227 -0.067
C 3.9685 3.0135 -2.7352 -0.062
C 2.8978 2.9038 -1.8528 0.004
H 4.0538 0.3043 0.0382 0.119
H 5.9348 0.5119 -1.5406 0.107
H 5.8867 2.2343 -3.3182 0.110
H 3.9544 3.7697 -3.5141 0.109
H 2.0552 3.5805 -1.9538 0.119
O 7.6440 2.9603 -0.0581 0.070
N 8.0624 1.8830 0.3518 -0.339
O 7.4290 1.1240 1.0789 0.055
C 9.4116 1.4761 -0.0502 -0.143
C 10.1805 2.3264 -0.8461 -0.002
C 11.4703 1.9449 -1.2048 -0.067
C 11.9816 0.7230 -0.7742 -0.071
C 11.2058 -0.1262 0.0112 -0.061
C 9.9161 0.2480 0.3772 0.001
H 9.7946 3.2813 -1.1885 0.119
H 12.0794 2.6019 -1.8181 0.109
H 12.9908 0.4312 -1.0516 0.108
H 11.6088 -1.0787 0.3411 0.110
H 9.3237 -0.4222 0.9923 0.113
O 7.7300 -2.9430 -0.1188 0.059
N 7.8727 -3.9343 0.5900 -0.342
O 8.4499 -4.9586 0.2426 0.073
C 7.3101 -3.8918 1.9426 -0.145
C 6.6133 -2.7580 2.3637 0.000
C 6.0600 -2.7316 3.6408 -0.063
C 6.2074 -3.8272 4.4877 -0.072
C 6.9127 -4.9519 4.0662 -0.068
C 7.4673 -4.9891 2.7899 -0.002
H 6.4906 -1.8970 1.7141 0.113
H 5.5104 -1.8571 3.9757 0.111
H 5.7693 -3.8050 5.4818 0.108
H 7.0266 -5.8017 4.7322 0.108
H 8.0116 -5.8732 2.4732 0.119
O -4.2809 0.9269 -10.0367 0.063
N -4.0952 0.8130 -8.8290 -0.344
O -4.6016 1.5363 -7.9781 0.068
C -3.2037 -0.2575 -8.3732 -0.147
C -2.5778 -1.0794 -9.3117 -0.009
C -1.7133 -2.0792 -8.8751 -0.074
C -1.4822 -2.2560 -7.5129 -0.065
C -2.1174 -1.4398 -6.5799 -0.056
C -2.9815 -0.4353 -7.0070 0.012
H -2.7487 -0.9527 -10.3759 0.116
H -1.2162 -2.7198 -9.5974 0.105
H -0.8022 -3.0340 -7.1764 0.108
H -1.9356 -1.5842 -5.5185 0.064
H -3.4674 0.1956 -6.2693 0.121
O -7.5131 1.7514 -0.6346 0.095
N -6.6531 1.6840 0.2359 -0.310
O -5.4751 1.3988 0.0272 0.027
C -7.0560 1.9556 1.6175 -0.131
C -8.3916 2.2462 1.9017 0.003
C -8.7740 2.4798 3.2192 -0.066
C -7.8277 2.4273 4.2403 -0.066
C -6.4950 2.1475 3.9499 -0.077
C -6.1032 1.9096 2.6353 -0.001
H -9.1391 2.2900 1.1161 0.120
H -9.8115 2.7000 3.4518 0.108
H -8.1314 2.6047 5.2685 0.108
H -5.7618 2.1110 4.7497 0.103
H -5.0615 1.6896 2.4245 0.122
O -4.9625 4.7705 3.1287 0.074
N -4.4651 4.8498 4.2466 -0.329
O -3.8191 3.9554 4.7837 0.063
C -4.6599 6.0952 4.9939 -0.142
C -5.4201 7.1231 4.4341 0.001
C -5.6224 8.2948 5.1578 -0.066
C -5.0652 8.4364 6.4263 -0.072
C -4.2988 7.4116 6.9759 -0.066
C -4.0931 6.2348 6.2612 -0.001
H -5.8602 7.0262 3.4468 0.120
H -6.2177 9.0979 4.7342 0.109
H -5.2301 9.3504 6.9903 0.108
H -3.8647 7.5292 7.9640 0.109
H -3.4963 5.4430 6.7028 0.119
```

=====

Record 2
C46H38GdN5O2S | ωB97M-V/def2-TZVPD

The multiplicity is 8. The value obtained for the relative energy (zero: lowest compared OMol25 entry of this formula, charge and spin) is 0.0 kJ/mol. The frontier orbital gap (spin up / spin down) is 7.59 / 5.77 eV. As for the HOMO energy (spin up / spin down): -8.05 / -8.01 eV.

XYZ file:
```
93
Properties=species:S:1:pos:R:3:lowdin_charge:R:1
Gd 0.1262 -0.8794 0.3820 1.429
O 1.6178 0.4917 1.4148 -0.356
C 2.8665 0.1565 1.9183 -0.451
C 3.3989 -1.0887 1.0781 -0.060
C 3.5178 -0.7120 -0.3865 -0.266
C 4.7308 -0.3204 -0.8785 -0.013
C 4.8473 -0.0958 -2.2480 -0.024
C 3.6921 -0.1787 -3.0248 -0.050
C 2.5114 -0.5372 -2.4598 -0.237
C 1.2653 -0.6790 -3.3535 -0.041
C -0.0606 -0.0699 -2.8156 -0.480
O -0.4206 -0.8045 -1.6841 -0.380
C -1.1088 -0.1874 -3.9821 -0.137
C -2.0283 -1.2230 -3.9502 -0.023
C -3.0058 -1.3581 -4.9481 -0.078
C -3.0055 -0.4531 -5.9907 -0.116
C -2.0696 0.5582 -6.0614 -0.080
C -1.0937 0.6885 -5.0690 -0.014
C 0.1183 1.3819 -2.4199 -0.170
C 1.0579 2.2550 -2.9870 -0.019
C 1.0248 3.6380 -2.6991 -0.066
C 0.0529 4.1136 -1.8343 -0.098
C -0.9272 3.2615 -1.3348 -0.078
C -0.8940 1.9182 -1.6441 -0.048
N 2.4049 -0.7685 -1.1270 0.129
C 3.9017 1.3324 1.7682 -0.166
C 3.6193 2.4359 0.9726 -0.028
C 4.5460 3.5036 0.7918 -0.062
C 5.8321 3.3941 1.3652 -0.099
C 6.1046 2.2846 2.1685 -0.104
C 5.1415 1.3203 2.4504 -0.043
C 2.5193 -0.2465 3.4130 -0.115
C 2.3480 0.8135 4.3357 -0.028
C 1.6935 0.5469 5.5270 -0.088
C 1.1595 -0.7322 5.7709 -0.073
C 1.3078 -1.7865 4.8160 -0.062
C 2.0290 -1.5280 3.6796 -0.080
H 2.7511 -1.9664 1.0898 0.061
H 4.3088 -1.4188 1.5232 0.117
H 5.5495 -0.0879 -0.2054 0.120
H 5.7620 0.2747 -2.7063 0.111
H 3.8274 0.0154 -4.1023 0.127
H 1.0093 -1.7239 -3.5369 0.137
H 1.4471 -0.2465 -4.3346 0.113
H -1.9649 -1.8956 -3.0832 0.114
H -3.8141 -2.0679 -4.8468 0.096
H -3.7884 -0.5328 -6.7615 0.107
H -2.1119 1.2120 -6.9025 0.092
H -0.3400 1.4585 -5.0378 0.105
H 1.9498 1.7590 -3.3994 0.106
H 1.7605 4.2769 -3.1842 0.102
H 0.0037 5.1833 -1.5959 0.105
H -1.7330 3.7041 -0.7351 0.109
H -1.7027 1.2477 -1.3601 0.118
H 2.6354 2.4851 0.5213 0.104
H 4.2522 4.3896 0.1709 0.109
H 6.5896 4.1704 1.2641 0.096
H 7.1192 2.1685 2.5233 0.095
H 5.4086 0.4734 3.1152 0.127
H 2.7618 1.7871 4.0353 0.121
H 1.5808 1.3186 6.2822 0.098
H 0.6568 -0.8612 6.6936 0.078
H 0.9144 -2.7731 4.9869 0.100
H 2.2260 -2.3513 3.0593 0.062
N -1.4705 -5.2949 0.1175 0.082
C -1.2880 -4.0058 0.5163 -0.819
S 0.3303 -3.5586 1.0737 0.545
N -2.3476 -3.2472 0.4978 0.001
N -2.1431 -2.0008 0.8430 -0.064
C -3.1539 -1.2752 1.1913 -0.198
C -4.5156 -1.7691 1.0787 -0.207
C -4.9817 -1.9836 -0.2121 -0.016
C -6.2155 -2.6473 -0.4454 -0.072
C -7.0020 -2.9070 0.6378 -0.108
C -6.6188 -2.5635 1.9313 -0.083
C -5.3394 -2.0912 2.1691 -0.032
C -2.8661 0.0828 1.6536 -0.173
C -3.8660 0.9255 2.1903 0.011
C -3.5200 2.1733 2.6166 -0.059
C -2.2155 2.5916 2.4873 -0.047
C -1.3129 1.7452 1.8871 -0.134
N -1.6361 0.5637 1.4201 0.014
H -0.7460 -5.9711 0.2486 0.076
H -2.3852 -5.6761 -0.0171 0.096
H -4.3989 -1.6957 -1.0913 0.120
H -6.4950 -2.8692 -1.4995 0.118
H -7.9413 -3.4136 0.4178 0.105
H -7.3159 -2.6565 2.7328 0.094
H -5.0465 -2.0364 3.2434 0.134
H -4.8890 0.6193 2.2888 0.110
H -4.2813 2.8466 3.0144 0.120
H -1.9313 3.5870 2.8259 0.116
H -0.2876 2.0837 1.7556 0.114
```